{"formula": "CHO6S2", "method": "the ωB97M-V functional and the def2-TZVPD basis", "symbols": ["C", "O", "O", "O", "O", "O", "O", "S", "S", "H"], "positions_angstrom": [[0.3779, -0.5215, -0.1100], [-1.5455, -1.2925, -1.6649], [-0.1092, 1.7702, 0.9466], [2.0107, 0.7465, 1.6312], [-1.5904, 1.1013, -1.3667], [0.5993, -0.1296, -1.6093], [-0.1429, -0.4649, 2.0234], [0.6030, 0.5557, 1.2671], [-0.9372, -0.1357, -1.1291], [0.7343, -1.6295, 0.0117]], "forces_ev_per_angstrom": [[1.50, -1.55, -1.11], [-1.36, -1.62, -0.21], [0.14, -0.11, 0.26], [-1.27, -0.51, -0.46], [-0.11, 0.47, 0.82], [-0.63, 0.55, 1.07], [0.26, 0.90, 0.90], [0.86, -0.22, 1.08], [1.70, -0.24, -2.36], [-1.09, 2.32, 0.00]], "nbo_charge": [-0.50, -0.95, -0.98, -0.98, -0.86, -0.72, -0.99, 2.39, 2.33, 0.26], "gap_ev": 9.6410, "smiles": "O=S(=O)([O-])[C@@H]1OS1(=O)=O", "e_homo_ev": -6.109, "e_lumo_ev": 3.532, "fmax_ev_per_a": 2.9, "total_charge": -1}



{"formula": "C17H19FN4O2", "method": "the ωB97M-V functional and the def2-TZVPD basis", "symbols": ["C", "N", "C", "C", "C", "C", "C", "C", "C", "N", "C", "N", "C", "O", "C", "C", "H", "H", "C", "N", "C", "C", "H", "O", "C", "C", "H", "H", "H", "H", "H", "H", "H", "H", "H", "H", "H", "F", "H", "H", "H", "H", "H"], "positions_angstrom": [[-2.2967, -2.8144, -0.9480], [-2.3014, -1.5262, -0.3102], [-3.3599, -0.6610, -0.2676], [-4.6372, -0.8007, -0.8047], [-5.5321, 0.2283, -0.6168], [-5.1537, 1.3711, 0.0928], [-3.9031, 1.5436, 0.6350], [-2.9902, 0.5071, 0.4508], [-1.6374, 0.3066, 0.8446], [-0.8028, 1.0954, 1.5632], [0.3816, 0.6322, 1.7407], [0.8620, -0.5603, 1.2865], [0.0584, -1.4736, 0.5915], [0.4877, -2.5702, 0.2612], [-1.2557, -0.9486, 0.3557], [2.2290, -0.9533, 1.5670], [2.6833, -0.1917, 2.2030], [2.2018, -1.9044, 2.1080], [3.0985, -1.1926, 0.3020], [3.4108, -0.0986, -0.5599], [2.4787, 0.3397, -1.5730], [1.7849, 1.6645, -1.2228], [1.2411, 2.0492, -2.0874], [2.7259, 2.6588, -0.8793], [3.5115, 2.2528, 0.2187], [4.2786, 0.9627, -0.1048], [4.8419, 0.6278, 0.7669], [4.9856, 1.1889, -0.9147], [4.2040, 3.0733, 0.4153], [2.8668, 2.1088, 1.0997], [1.0776, 1.5286, -0.3912], [1.7346, -0.4382, -1.7474], [3.0469, 0.4958, -2.5008], [2.6083, -1.9625, -0.2962], [4.0450, -1.6056, 0.6685], [1.0691, 1.2326, 2.3214], [-3.6383, 2.4356, 1.1772], [-6.0763, 2.3482, 0.2452], [-6.5345, 0.1721, -1.0106], [-4.9212, -1.6858, -1.3515], [-3.0741, -3.4513, -0.5210], [-1.3243, -3.2757, -0.7863], [-2.4748, -2.7094, -2.0206]], "forces_ev_per_angstrom": [[-0.05, -0.40, -0.23], [0.22, -0.04, 0.08], [-0.04, 0.57, 0.28], [-0.01, -0.05, -0.03], [0.03, 0.07, 0.05], [0.20, 0.08, 0.11], [-0.29, -0.05, -0.12], [-0.22, -0.37, -0.27], [0.42, -1.01, -0.39], [0.01, 0.44, 0.23], [-0.14, 0.37, 0.33], [-0.37, -0.01, -0.19], [-0.10, 0.05, 0.03], [0.05, -0.16, 0.00], [-0.10, 0.75, 0.29], [0.61, -0.42, -0.26], [-0.09, -0.02, 0.00], [0.03, 0.12, 0.06], [-0.14, -0.13, 0.24], [-0.10, 0.28, 0.09], [-0.03, 0.32, -0.08], [-0.15, -0.36, -0.16], [-0.03, -0.06, 0.05], [0.13, 0.10, -0.07], [0.30, -0.17, 0.06], [-0.16, 0.24, -0.09], [0.07, 0.00, 0.02], [0.07, 0.09, 0.12], [-0.02, -0.05, 0.08], [0.06, 0.00, -0.01], [0.06, 0.02, -0.16], [-0.01, -0.03, -0.05], [-0.15, 0.02, -0.06], [0.12, 0.01, 0.13], [-0.06, -0.10, 0.04], [0.20, -0.09, -0.01], [-0.02, 0.14, 0.06], [0.01, -0.03, -0.01], [-0.10, 0.00, -0.03], [-0.05, -0.09, -0.06], [0.01, -0.01, -0.02], [-0.13, 0.03, -0.04], [-0.01, -0.03, 0.01]], "nbo_charge": [-0.42, -0.32, 0.14, -0.22, -0.26, 0.37, -0.25, -0.03, 0.11, -0.45, 0.27, -0.42, 0.62, -0.64, 0.02, -0.24, 0.20, 0.22, -0.21, -0.46, -0.24, -0.09, 0.20, -0.52, -0.08, -0.24, 0.20, 0.19, 0.19, 0.14, 0.16, 0.21, 0.19, 0.23, 0.20, 0.19, 0.24, -0.33, 0.23, 0.22, 0.20, 0.26, 0.20], "gap_ev": 8.1689, "smiles": "Cn1c2ccc(F)cc2c2ncn(CCN3CCOCC3)c(=O)c21", "e_homo_ev": -7.937, "e_lumo_ev": 0.232, "fmax_ev_per_a": 1.2}



{"formula": "C3H6O3", "method": "the ωB97M-V functional and the def2-TZVPD basis", "symbols": ["C", "C", "C", "O", "O", "O", "H", "H", "H", "H", "H", "H"], "positions_angstrom": [[1.0942, -1.7918, 0.8057], [0.1484, -1.1625, -0.2587], [-0.9166, 2.0809, -0.3704], [-0.1735, -1.4323, 1.1147], [0.5248, 0.0042, -0.7506], [-0.7089, 1.0028, -1.1979], [1.3285, -2.8075, 0.5318], [1.8659, -1.2431, 1.3251], [-0.3866, -1.7359, -0.9375], [0.0655, 2.2914, 0.0376], [-1.6141, 1.7668, 0.5424], [-1.2275, 3.0271, -0.8423]], "forces_ev_per_angstrom": [[0.55, 0.28, -2.24], [1.46, -0.17, 2.02], [0.09, -0.81, 3.62], [-2.11, 0.78, 0.24], [-0.59, 3.49, 0.45], [0.23, -2.43, -1.55], [-0.10, -0.58, 0.51], [0.27, 0.28, -0.33], [-0.96, -1.47, -0.94], [0.21, 0.48, 0.57], [1.16, 0.97, -1.84], [-0.21, -0.83, -0.51]], "nbo_charge": [-0.06, 0.31, -0.28, -0.48, -0.28, -0.30, 0.17, 0.19, 0.16, 0.20, 0.16, 0.21], "gap_ev": [9.9236, 9.9229], "smiles": "COO[C@H]1CO1", "e_homo_ev": [-10.110, -10.109], "e_lumo_ev": [-0.186, -0.186], "fmax_ev_per_a": 3.7}



{"formula": "C48H59N5OP2PdSSi2", "method": "the ωB97M-V functional and the def2-TZVPD basis", "symbols": ["Pd", "C", "Si", "C", "C", "N", "P", "C", "P", "N", "Si", "C", "C", "C", "C", "C", "C", "C", "C", "C", "C", "C", "C", "C", "C", "C", "C", "C", "C", "C", "C", "C", "C", "C", "C", "C", "C", "C", "H", "H", "H", "H", "H", "H", "H", "H", "H", "H", "H", "H", "H", "H", "H", "H", "H", "H", "H", "H", "H", "H", "H", "H", "H", "H", "H", "H", "H", "H", "H", "H", "H", "H", "H", "H", "H", "H", "C", "C", "C", "N", "C", "S", "N", "C", "O", "C", "C", "C", "C", "C", "C", "H", "H", "H", "H", "H", "H", "H", "H", "H", "H", "H", "H", "H", "H", "N", "C", "C", "C", "C", "C", "C", "H", "H", "H", "H", "H", "H", "H"], "positions_angstrom": [[-0.0479, -0.7534, 0.1408], [3.7228, -2.7175, 1.0799], [3.2500, -1.2657, -0.0258], [2.7088, -2.0017, -1.6678], [4.7931, -0.2649, -0.3672], [2.0979, -0.3282, 0.8903], [1.5244, 1.1550, 0.5899], [-0.1013, 1.1987, 1.0553], [-1.6663, 1.2999, 0.4092], [-2.4108, -0.1174, 0.4736], [-4.0475, -0.4985, -0.0126], [-4.1596, -2.3363, -0.3231], [-4.6966, 0.3366, -1.5609], [-5.1623, -0.0954, 1.4295], [-2.5312, 2.5561, 1.3934], [-2.0605, 2.8209, 2.6773], [-2.7763, 3.6543, 3.5275], [-3.9605, 4.2315, 3.0954], [-4.4318, 3.9801, 1.8112], [-3.7246, 3.1398, 0.9676], [-1.6679, 1.9773, -1.2864], [-1.7792, 1.1217, -2.3781], [-1.7777, 1.6237, -3.6704], [-1.6287, 2.9866, -3.8838], [-1.4902, 3.8457, -2.8021], [-1.5161, 3.3436, -1.5089], [1.9321, 1.7524, -1.0951], [1.5008, 1.0390, -2.2107], [1.8489, 1.4354, -3.4918], [2.6203, 2.5724, -3.6815], [3.0602, 3.2935, -2.5813], [2.7287, 2.8819, -1.2981], [2.3417, 2.3787, 1.6541], [3.5000, 2.0597, 2.3486], [4.1155, 3.0091, 3.1574], [3.5779, 4.2824, 3.2591], [2.4041, 4.6000, 2.5828], [1.7831, 3.6476, 1.7935], [4.7884, -2.9354, 0.9677], [3.1945, -3.6337, 0.7985], [3.5385, -2.5147, 2.1373], [3.0116, -3.0510, -1.7109], [3.1811, -1.4777, -2.5016], [1.6300, -1.9799, -1.8199], [5.5310, -0.8849, -0.8834], [5.2549, 0.1031, 0.5525], [4.5754, 0.5988, -1.0001], [-3.3326, -2.6941, -0.9354], [-5.0938, -2.5611, -0.8460], [-4.1606, -2.9085, 0.6089], [-4.3221, -0.1511, -2.4625], [-4.4495, 1.3955, -1.6389], [-5.7871, 0.2477, -1.5609], [-4.7488, -0.5256, 2.3455], [-6.1577, -0.5199, 1.2703], [-5.2753, 0.9786, 1.5858], [-1.1321, 2.3664, 3.0072], [-2.4078, 3.8429, 4.5280], [-4.5232, 4.8757, 3.7593], [-5.3532, 4.4368, 1.4725], [-4.1039, 2.9330, -0.0266], [-1.8854, 0.0560, -2.2065], [-1.8887, 0.9519, -4.5127], [-1.6183, 3.3803, -4.8922], [-1.3679, 4.9089, -2.9651], [-1.4283, 4.0191, -0.6653], [0.8907, 0.1508, -2.0825], [1.5150, 0.8547, -4.3425], [2.8802, 2.8924, -4.6825], [3.6733, 4.1750, -2.7188], [3.1132, 3.4356, -0.4534], [3.9209, 1.0658, 2.2498], [5.0072, 2.7505, 3.7144], [4.0664, 5.0283, 3.8729], [1.9725, 5.5877, 2.6820], [0.8574, 3.8834, 1.2774], [1.3977, -4.5792, 5.5558], [1.1756, -4.6384, 4.0498], [0.8139, -3.2614, 3.5083], [0.4830, -3.3055, 2.0861], [-0.5844, -2.8797, 1.4273], [-0.6584, -3.1223, -0.2807], [-1.6611, -2.3758, 2.1436], [-2.3631, -2.9167, 3.2189], [-3.1202, -2.2139, 3.8482], [-2.2098, -4.3718, 3.5182], [-2.3393, -4.7845, 4.8398], [-2.3072, -6.1341, 5.1482], [-2.1697, -7.0741, 4.1336], [-2.0575, -6.6639, 2.8126], [-2.0760, -5.3122, 2.5016], [1.6131, -5.5697, 5.9559], [0.5060, -4.2019, 6.0601], [2.2308, -3.9217, 5.8119], [0.3713, -5.3376, 3.8193], [2.0772, -4.9997, 3.5461], [1.6579, -2.5790, 3.6369], [-0.0209, -2.8404, 4.0624], [1.2128, -3.6503, 1.4771], [-2.1063, -1.5585, 1.6948], [-2.4668, -4.0355, 5.6111], [-2.4106, -6.4560, 6.1760], [-2.1622, -8.1296, 4.3734], [-1.9666, -7.3966, 2.0217], [-2.0120, -4.9963, 1.4673], [0.3525, -0.0054, 3.6841], [0.2459, 0.5063, 4.9534], [1.3259, 1.1600, 5.5598], [1.1993, 1.6829, 6.8362], [0.0049, 1.5755, 7.5377], [-1.0708, 0.9366, 6.9331], [-0.9629, 0.4111, 5.6562], [-0.4047, -0.5708, 3.3435], [1.2526, -0.1696, 3.2661], [2.2598, 1.2563, 5.0172], [2.0491, 2.1791, 7.2897], [-0.0824, 1.9746, 8.5394], [-2.0112, 0.8420, 7.4627], [-1.8106, -0.0851, 5.1938]], "forces_ev_per_angstrom": [[-0.61, 0.24, 1.20], [0.03, -0.06, 0.04], [0.14, -0.10, 0.22], [-0.08, 0.06, -0.10], [0.07, 0.09, 0.11], [-1.11, -0.40, -1.14], [0.21, 1.59, 0.48], [0.16, -1.67, -1.20], [-0.29, 1.33, 0.11], [0.94, -0.12, -0.57], [0.16, -0.28, 0.17], [-0.08, -0.09, -0.02], [-0.02, 0.11, -0.02], [-0.05, 0.08, 0.04], [-0.08, -0.08, 0.04], [0.03, 0.03, 0.02], [0.02, 0.02, -0.02], [-0.01, 0.00, -0.01], [0.00, 0.01, 0.02], [0.06, 0.02, -0.02], [-0.23, -0.08, 0.00], [-0.01, 0.05, 0.02], [0.09, -0.02, -0.01], [0.00, 0.01, -0.01], [0.05, -0.01, 0.02], [0.04, -0.01, 0.00], [0.29, -0.05, 0.06], [-0.05, -0.04, 0.01], [-0.04, 0.00, -0.01], [0.01, 0.01, 0.01], [-0.02, 0.00, -0.01], [-0.02, -0.05, -0.02], [0.21, -0.14, 0.03], [0.04, 0.04, -0.05], [-0.02, -0.02, 0.01], [-0.02, -0.01, 0.02], [0.01, 0.00, 0.03], [-0.05, -0.06, 0.00], [-0.01, -0.02, 0.00], [-0.01, 0.01, 0.01], [0.02, 0.03, -0.01], [0.05, 0.02, -0.01], [-0.03, 0.01, 0.00], [0.00, -0.04, 0.02], [-0.01, 0.00, -0.01], [0.02, 0.00, -0.02], [0.00, -0.02, -0.01], [-0.02, 0.00, -0.01], [-0.02, 0.01, 0.04], [0.04, 0.00, -0.01], [-0.01, 0.00, -0.01], [-0.03, 0.01, 0.00], [0.01, -0.04, 0.01], [-0.02, -0.01, 0.00], [0.01, 0.00, 0.00], [0.01, 0.00, 0.02], [-0.03, -0.07, 0.01], [0.00, 0.00, 0.00], [0.01, 0.01, -0.01], [-0.01, -0.02, 0.00], [0.01, 0.03, -0.01], [-0.01, -0.01, -0.02], [0.01, -0.01, 0.01], [-0.01, 0.00, 0.00], [0.00, 0.00, 0.00], [0.00, 0.01, -0.01], [-0.02, 0.02, 0.02], [-0.04, 0.02, 0.00], [0.02, -0.01, 0.00], [0.00, 0.00, 0.00], [-0.02, 0.03, 0.01], [-0.01, -0.01, 0.04], [0.03, 0.01, -0.04], [-0.02, -0.01, 0.03], [0.00, 0.00, -0.01], [0.00, 0.02, 0.01], [0.03, -0.01, -0.03], [-0.05, 0.04, 0.02], [0.00, 0.08, -0.04], [-0.04, -0.12, 0.06], [-0.04, -0.80, 0.12], [0.40, 0.25, 0.26], [-0.01, 0.04, -0.11], [0.21, 0.02, 0.02], [-0.04, 0.04, 0.01], [-0.11, 0.00, -0.09], [0.06, 0.02, 0.04], [-0.01, 0.00, -0.01], [0.02, 0.01, 0.01], [0.00, 0.00, 0.01], [0.02, 0.01, 0.00], [0.02, 0.01, 0.01], [0.00, 0.00, 0.01], [-0.01, 0.00, 0.00], [-0.03, -0.04, -0.03], [-0.01, -0.01, -0.01], [-0.03, 0.05, 0.01], [-0.01, 0.03, 0.00], [-0.05, -0.08, 0.00], [0.04, 0.06, -0.01], [-0.04, -0.01, 0.00], [0.03, 0.00, 0.00], [0.01, 0.00, 0.00], [0.00, 0.00, 0.00], [-0.01, 0.00, -0.01], [0.00, -0.17, 0.58], [0.08, -0.12, 0.01], [-0.02, 0.00, 0.03], [-0.01, -0.02, -0.02], [0.02, -0.01, 0.02], [0.00, 0.03, -0.03], [0.00, 0.00, 0.04], [-0.02, 0.11, -0.18], [-0.04, 0.14, -0.13], [0.00, 0.01, -0.01], [0.00, 0.01, 0.00], [-0.01, 0.02, -0.01], [0.00, 0.01, 0.00], [0.01, 0.00, -0.01]], "mulliken_charge": [-0.72, -1.45, 0.84, -1.13, -1.29, -0.03, 2.10, -1.08, 2.84, -0.51, 0.15, -1.12, -1.10, -0.99, 0.28, -0.51, -0.76, -0.71, -0.61, -0.27, 0.98, -0.69, -1.17, -0.68, -0.75, -0.63, 1.11, -0.01, -1.13, -0.91, -0.79, -1.27, 0.12, -0.65, -0.75, -0.67, -0.73, -0.30, 0.53, 0.37, 0.20, 0.45, 0.34, 0.12, 0.47, 0.37, 0.30, 0.29, 0.51, 0.19, 0.31, 0.22, 0.53, 0.21, 0.41, 0.28, 0.13, 0.53, 0.39, 0.44, 0.22, 0.55, 0.48, 0.40, 0.42, 0.37, 0.54, 0.47, 0.41, 0.44, 0.34, 0.37, 0.43, 0.39, 0.45, 0.33, -1.55, -0.12, -0.50, 0.52, -1.13, -0.27, 2.67, -0.01, -0.64, 0.64, -0.49, -0.71, -0.43, -0.84, 0.25, 0.41, 0.30, 0.40, 0.11, 0.51, 0.54, -0.10, 0.20, -1.07, 0.54, 0.43, 0.40, 0.44, 0.40, 1.40, 0.76, -0.54, -0.59, -0.61, -0.77, -0.29, -1.50, -0.13, 0.35, 0.40, 0.40, 0.41, 0.55], "gap_ev": 6.1816, "e_homo_ev": -6.913, "e_lumo_ev": -0.732, "fmax_ev_per_a": 2.1}



Calculated ΔE to the lowest compared entry with this formula, charge and spin (kcal/mol), listed in the same order as above: 30.9; 23.0; 147.9; 41.4